Entry from the Open Molecules 2025 dataset: 5 unconnected molecules or ions with the total composition C24H63N4O9 at a distorted geometry (ωB97M-V with the def2-TZVPD basis set).

Positions of all 100 atoms, in Å:
O (0.30196, 0.68029, 0.02527)
H (-0.41450, -0.08330, 0.28618)
H (0.67404, 0.67581, -0.97898)
H (1.15483, 0.72097, 0.65564)
C (-2.45040, 1.33192, 2.66516)
O (-1.51459, 0.49846, 2.75697)
C (-1.25928, -0.09935, 3.95337)
C (-0.22103, -1.27202, 3.66303)
N (-0.02638, -1.96159, 4.98777)
C (1.10797, -2.86083, 4.94910)
C (1.26648, -3.79426, 6.16104)
O (2.51633, -4.52955, 5.90243)
C (2.58477, -5.72848, 6.66081)
H (-1.99104, 2.08633, 3.58287)
H (-3.23748, 0.88327, 2.92337)
H (-2.79363, 1.86530, 1.73996)
H (-2.16566, -0.66256, 4.37109)
H (-1.00650, 0.43626, 4.64882)
H (0.49912, -0.77133, 3.31074)
H (-0.75105, -1.86501, 2.89550)
H (0.02716, -1.41633, 5.82456)
H (2.06870, -2.55359, 4.45481)
H (0.80881, -3.50142, 3.95320)
H (0.30323, -4.39586, 6.39055)
H (1.24719, -3.05688, 7.12507)
H (1.59949, -6.39911, 6.61072)
H (2.81426, -5.89075, 7.84169)
H (3.56448, -6.14190, 6.32858)
C (1.92957, 2.92972, -2.47745)
O (1.75228, 1.63870, -2.23240)
C (1.86680, 0.84363, -3.41271)
C (1.46152, -0.55836, -3.02120)
N (0.15992, -0.49975, -2.45866)
C (-0.36686, -1.86160, -2.22403)
C (-1.73655, -1.76542, -1.44576)
O (-1.47148, -1.44084, -0.08940)
C (-2.76480, -1.34350, 0.55551)
H (1.41685, 3.24433, -3.29604)
H (3.21547, 3.18588, -2.61019)
H (1.77809, 3.58676, -1.59233)
H (2.93668, 0.92787, -3.88830)
H (0.94649, 1.28969, -4.00491)
H (2.21525, -0.82143, -2.27946)
H (1.25056, -1.09511, -3.87590)
H (-0.40159, -0.12953, -3.18485)
H (0.30392, -2.63967, -1.74978)
H (-0.52149, -2.21564, -3.24385)
H (-2.21778, -2.85311, -1.64121)
H (-2.42888, -1.15745, -2.16204)
H (-3.25558, -0.34081, 0.38752)
H (-2.74122, -1.54656, 1.60010)
H (-3.61847, -1.95270, 0.21725)
C (-0.23237, 5.48504, 2.37638)
O (0.73626, 4.85602, 1.90943)
C (0.86659, 3.41495, 2.30003)
C (2.14845, 2.91598, 1.67522)
N (2.15290, 1.44052, 1.89067)
C (3.27127, 0.79089, 1.14214)
C (3.20248, -0.79232, 1.32906)
O (1.89912, -1.11765, 0.88315)
C (1.63777, -2.54999, 0.76353)
H (-0.17135, 5.67542, 3.38232)
H (-1.19259, 4.88935, 2.03650)
H (-0.29479, 6.53504, 2.01055)
H (0.06518, 3.09518, 1.91138)
H (0.70127, 3.37287, 3.29011)
H (2.96745, 3.42989, 2.05417)
H (2.30901, 3.12944, 0.46024)
H (2.59313, 1.24537, 2.88576)
H (4.16462, 1.08284, 1.68776)
H (3.35272, 1.11594, 0.11998)
H (3.43698, -1.03139, 2.17490)
H (4.02846, -1.34690, 0.83678)
H (1.99132, -2.86428, 1.65871)
H (2.25038, -2.83429, -0.14543)
H (0.65931, -2.51852, 0.66898)
C (-1.76925, 4.30080, -1.38945)
O (-1.59123, 3.79012, -2.52130)
C (-1.83156, 2.33251, -2.66568)
C (-1.86311, 1.99528, -4.11123)
N (-2.14815, 0.58979, -4.28903)
C (-1.69629, -0.00943, -5.55070)
C (-2.32289, -1.52579, -5.66334)
O (-1.59956, -2.11224, -6.75840)
C (-1.84248, -3.44416, -7.00385)
H (-1.48034, 5.18439, -1.57379)
H (-1.39847, 3.74085, -0.71735)
H (-2.76374, 4.46900, -0.91598)
H (-2.83220, 2.19124, -2.15377)
H (-1.22917, 1.72800, -2.22755)
H (-1.06698, 2.35215, -4.66447)
H (-2.67829, 2.63404, -4.76744)
H (-3.13038, 0.57592, -4.14932)
H (-0.55819, 0.06915, -5.64426)
H (-2.05638, 0.55052, -6.37072)
H (-3.53986, -1.16342, -5.89867)
H (-2.08794, -2.01355, -4.59894)
H (-2.73692, -3.58223, -7.57159)
H (-1.66774, -4.15294, -5.96995)
H (-1.06847, -3.53897, -7.68476)

Values from the calculation:
LUMO = -1.7 eV
Net charge = +1
Orbital gap = 0.348 hartree
Highest occupied orbital energy = -11.1 eV
Electronic energy = -1847.36075 hartree

Atomic partial charges in e from the Mulliken method, atoms 1 to 4: 1.181 0.080 0.580 0.052



Entry from the Open Molecules 2025 dataset: a molecular structure, C24H64AgAs3F18N4O8 at a distorted geometry (ωB97M-V with the def2-TZVPD basis set).

Positions of all 122 atoms, in Å:
Ag (0.12267, 1.48123, -1.70769)
C (3.41013, -1.41169, 4.04991)
O (3.25304, -0.06929, 4.34283)
C (2.02522, 0.35404, 4.82372)
C (2.18243, 1.81359, 5.16849)
N (2.95110, 2.52966, 4.15432)
H (3.71891, 1.91174, 3.88579)
H (2.36102, 2.70745, 3.30067)
C (3.73416, 3.75943, 4.54442)
C (5.00636, 3.29709, 5.17967)
O (5.70792, 2.49345, 4.19013)
C (6.55213, 3.13546, 3.34807)
H (3.28072, -2.08371, 4.97104)
H (4.43403, -1.60370, 3.71511)
H (2.68047, -1.71674, 3.25426)
H (1.75212, -0.09773, 5.72661)
H (1.24029, 0.19699, 4.11271)
H (2.62918, 1.85547, 6.17440)
H (1.18575, 2.24316, 5.20487)
H (3.10797, 4.30209, 5.24018)
H (3.90315, 4.26742, 3.60837)
H (4.69329, 2.64899, 5.99339)
H (5.65502, 4.11633, 5.51517)
H (7.37611, 3.69946, 3.87337)
H (6.03179, 3.86678, 2.71642)
H (7.00527, 2.41517, 2.71376)
C (-2.00098, 3.79581, -2.94274)
O (-1.72803, 3.18201, -1.64007)
C (-2.60544, 3.47229, -0.54158)
C (-2.77696, 2.28271, 0.42797)
N (-3.34650, 0.97665, -0.14684)
H (-2.61918, 0.45789, -0.64352)
H (-3.49917, 0.45284, 0.68999)
C (-4.48132, 1.01575, -1.14489)
C (-5.80086, 1.38968, -0.72618)
O (-5.93117, 2.77363, -0.43951)
C (-7.25671, 3.19412, -0.31108)
H (-2.48861, 4.78508, -2.83793)
H (-2.66636, 3.14015, -3.51109)
H (-1.07226, 3.73752, -3.49283)
H (-3.55417, 3.81772, -0.91994)
H (-2.15683, 4.27382, 0.05895)
H (-3.33837, 2.61608, 1.27100)
H (-1.77256, 2.00006, 0.79808)
H (-4.64320, -0.04255, -1.49332)
H (-4.02564, 1.58501, -1.95151)
H (-6.08731, 0.90906, 0.19368)
H (-6.51823, 1.08131, -1.51200)
H (-7.59708, 3.69370, -1.18333)
H (-7.30041, 3.88800, 0.49312)
H (-8.01755, 2.36293, -0.08240)
C (-2.82700, -4.31800, -3.17731)
O (-3.05725, -5.49924, -2.41831)
C (-2.49075, -5.58298, -1.12499)
C (-3.24173, -6.74999, -0.48630)
N (-4.68916, -6.70031, -0.90917)
H (-4.73344, -5.91566, -1.58349)
H (-4.89464, -7.60192, -1.40821)
C (-5.80045, -6.59376, 0.12764)
C (-5.97196, -5.13907, 0.68161)
O (-4.75011, -4.67815, 1.10484)
C (-4.83095, -3.43483, 1.85172)
H (-3.71848, -3.68532, -3.14077)
H (-2.66623, -4.55257, -4.23356)
H (-2.01119, -3.80546, -2.74012)
H (-2.67466, -4.63999, -0.57903)
H (-1.37514, -5.77435, -1.17538)
H (-3.15639, -6.64640, 0.62089)
H (-2.91908, -7.69134, -0.90700)
H (-5.56645, -7.30928, 0.97568)
H (-6.69287, -6.88645, -0.36552)
H (-6.70319, -5.18549, 1.48582)
H (-6.37586, -4.55874, -0.16388)
H (-5.28307, -2.74438, 1.13793)
H (-3.80417, -3.13315, 2.14050)
H (-5.50727, -3.57584, 2.68900)
C (2.16196, 2.98571, -4.10856)
O (2.34468, 1.81563, -3.25695)
C (2.76721, 0.61766, -3.88316)
C (4.29668, 0.46731, -3.83934)
N (4.66485, 0.61369, -2.38240)
H (5.63755, 0.66050, -2.22360)
H (4.26981, 1.51426, -2.00742)
C (4.26820, -0.64489, -1.61721)
C (4.97303, -0.67900, -0.26321)
O (6.44515, -0.54113, -0.58591)
C (7.26789, -0.20354, 0.54892)
H (1.86224, 3.79526, -3.41917)
H (1.29299, 2.79637, -4.71707)
H (3.08931, 3.27809, -4.65209)
H (2.24923, 0.49203, -4.92700)
H (2.37694, -0.27654, -3.46068)
H (4.82774, 1.22277, -4.49943)
H (4.59037, -0.53931, -4.23338)
H (4.54973, -1.55456, -2.11926)
H (3.15144, -0.53940, -1.44615)
H (4.74084, -1.63226, 0.17485)
H (4.74302, 0.21387, 0.30401)
H (8.18989, 0.12229, 0.08847)
H (7.42379, -1.07002, 1.17255)
H (6.83752, 0.59347, 1.15927)
As (-0.68542, -1.40174, 0.88187)
F (-0.49036, 0.25532, 0.29020)
F (0.67515, -1.94026, 0.01130)
F (-0.92855, -2.96198, 1.44609)
F (-2.10387, -0.86133, 1.85376)
F (-1.88109, -1.77991, -0.39502)
F (0.35616, -0.90527, 2.26777)
As (2.89737, 3.16002, 0.32735)
F (3.09421, 4.66898, 1.10628)
F (4.08670, 2.53002, 1.45762)
F (2.67266, 1.59911, -0.44842)
F (1.74338, 3.74532, -0.76738)
F (4.20968, 3.52044, -0.76098)
F (1.63733, 2.83047, 1.44248)
As (-1.64421, -0.10317, -4.27420)
F (-0.71854, 1.40788, -4.19782)
F (-0.17316, -0.95488, -3.65422)
F (-2.63440, -1.42904, -4.27488)
F (-3.00428, 0.84650, -4.65662)
F (-1.15610, -0.37640, -5.86951)
F (-1.94857, 0.09092, -2.50640)

Values from the calculation:
LUMO = -3.7 eV
Net charge = +2
Orbital gap = 0.378 hartree
Highest occupied orbital energy = -14.0 eV
Electronic energy = -10425.38650 hartree

Atomic partial charges in e from the Mulliken method, atoms 1 to 4: 0.942 -0.678 -0.287 -0.263



Entry from the Open Molecules 2025 dataset: a molecular structure, C24H64AlO6 (ωB97M-V with the def2-TZVPD basis set).

Positions of all 95 atoms, in Å:
C (0.71188, -1.97589, 3.63847)
C (1.23467, -3.39287, 3.85232)
C (1.88584, -4.05890, 2.63607)
C (2.87317, -3.18736, 1.85135)
C (2.23290, -2.19555, 0.84946)
C (2.73854, -0.75526, 0.89167)
Al (1.71990, 0.50504, -0.33416)
H (1.52427, -1.26737, 3.47139)
H (0.14999, -1.64408, 4.51487)
H (0.04952, -1.91336, 2.77380)
H (1.96786, -3.38496, 4.66743)
H (0.40897, -4.02409, 4.19916)
H (2.40934, -4.95186, 2.99637)
H (1.11041, -4.41836, 1.94979)
H (3.55220, -3.85846, 1.31489)
H (3.50382, -2.63345, 2.55728)
H (1.14586, -2.21280, 0.97815)
H (2.39511, -2.58691, -0.16179)
H (2.70857, -0.37916, 1.92433)
H (3.80205, -0.74641, 0.61079)
H (2.36259, 0.39672, -1.84780)
H (0.15175, -0.02785, -0.37532)
H (1.76827, 2.02168, 0.28470)
C (4.00800, 4.65513, -4.07777)
C (3.10313, 3.46551, -3.78624)
C (2.02815, 3.29027, -4.84702)
O (2.53535, 3.54991, -2.49337)
H (3.42036, 5.57905, -4.09130)
H (4.77326, 4.74588, -3.30679)
H (4.49439, 4.55244, -5.05031)
H (3.70502, 2.55444, -3.74211)
H (1.38198, 4.17499, -4.87737)
H (1.41465, 2.42389, -4.59868)
H (2.45001, 3.15720, -5.84428)
H (1.94710, 4.31121, -2.44431)
C (0.96660, -0.44043, 7.31712)
C (0.07545, 0.76174, 7.57717)
C (-0.59408, 1.25827, 6.30987)
O (0.80813, 1.81125, 8.21973)
H (1.75448, -0.18160, 6.60385)
H (1.43338, -0.78502, 8.24026)
H (0.39172, -1.26046, 6.88457)
H (-0.68992, 0.48881, 8.30827)
H (0.15840, 1.58304, 5.58507)
H (-1.25237, 2.09852, 6.52897)
H (-1.19434, 0.47568, 5.84753)
H (1.48493, 2.10910, 7.60123)
C (-5.55895, -1.12287, 5.27499)
C (-4.42460, -1.00082, 6.27913)
C (-4.86333, -1.36332, 7.68714)
O (-3.84465, 0.30138, 6.23561)
H (-6.37353, -0.44254, 5.54306)
H (-5.21148, -0.87000, 4.27412)
H (-5.95964, -2.13804, 5.26137)
H (-3.60875, -1.66175, 5.97723)
H (-5.65879, -0.68838, 8.01965)
H (-4.02819, -1.28351, 8.38256)
H (-5.23501, -2.38758, 7.72186)
H (-4.51765, 0.94413, 6.48579)
C (0.11920, 2.64013, -10.22504)
C (0.43462, 2.51758, -8.74449)
C (-0.81191, 2.46388, -7.87873)
O (1.30131, 3.57082, -8.32227)
H (-0.44960, 3.55520, -10.41768)
H (1.03614, 2.68632, -10.80965)
H (-0.47671, 1.79465, -10.57294)
H (1.02497, 1.61355, -8.57486)
H (-1.39755, 3.37972, -8.00677)
H (-0.54222, 2.36964, -6.82758)
H (-1.44546, 1.61989, -8.15607)
H (0.83233, 4.40652, -8.42370)
C (-6.35896, -5.80260, 10.03079)
C (-6.14645, -5.06885, 8.71702)
C (-6.78524, -5.79140, 7.54270)
O (-4.75970, -4.83713, 8.47985)
H (-5.90921, -6.79875, 9.98277)
H (-5.89782, -5.25509, 10.85203)
H (-7.42222, -5.92533, 10.24331)
H (-6.57249, -4.06535, 8.79543)
H (-6.34570, -6.78658, 7.42802)
H (-6.62356, -5.23644, 6.61911)
H (-7.85881, -5.91435, 7.69454)
H (-4.31927, -5.69068, 8.39928)
C (5.03995, 2.15002, -13.36868)
C (4.02228, 3.25557, -13.14094)
C (4.63103, 4.46175, -12.44545)
O (2.89376, 2.76806, -12.41673)
H (5.44125, 1.80561, -12.41131)
H (4.57765, 1.30247, -13.87365)
H (5.87597, 2.50586, -13.97311)
H (3.60521, 3.56493, -14.10243)
H (5.01922, 4.17473, -11.46422)
H (3.88097, 5.23876, -12.30231)
H (5.45777, 4.87334, -13.02686)
H (3.20255, 2.47953, -11.54919)

Values from the calculation:
LUMO = 2.0 eV
Net charge = -1
Orbital gap = 0.232 hartree
Highest occupied orbital energy = -4.3 eV
Electronic energy = -1646.65789 hartree

Atomic partial charges in e from the Mulliken method, atoms 1 to 4: -0.435 -0.390 -0.843 -0.659



Entry from the Open Molecules 2025 dataset: 8 unconnected molecules or ions with the total composition C24H64ClN4O11 at a distorted geometry (ωB97M-V with the def2-TZVPD basis set).

Positions of all 104 atoms, in Å:
Cl (0.21523, -1.02780, -0.19978)
O (1.42421, -1.79394, -0.38931)
O (0.42590, 0.36531, -0.50630)
O (-0.78973, -1.54373, -1.11763)
O (-0.24187, -1.15069, 1.16753)
C (5.53194, -0.99534, 0.88643)
O (4.28167, -0.83345, 0.21406)
H (6.11065, -1.83769, 0.50054)
H (6.14582, -0.11261, 0.70545)
H (5.31729, -1.04748, 1.95490)
H (3.79331, -1.65317, 0.34437)
C (4.16636, 1.21388, -2.52756)
O (2.99605, 1.80631, -1.97096)
H (4.63630, 2.00016, -3.11730)
H (4.80965, 0.80967, -1.74575)
H (3.93240, 0.40136, -3.22801)
H (2.56361, 1.13747, -1.42556)
C (1.35849, -3.91335, 2.64482)
O (0.62063, -2.90302, 3.27595)
H (1.98278, -4.44238, 3.35714)
H (0.70406, -4.61736, 2.10234)
H (1.95786, -3.51267, 1.81142)
H (0.25429, -2.31196, 2.60534)
C (-0.12346, 1.14726, -4.54853)
C (0.11516, -0.32987, -4.85905)
C (1.30679, -0.82601, -4.06344)
O (1.41326, -2.23981, -4.14567)
C (2.61379, -2.62386, -3.51358)
N (-1.09162, -1.13270, -4.53869)
H (-0.50743, 1.27452, -3.53026)
H (-0.91182, 1.56250, -5.18508)
H (0.75622, 1.78952, -4.65443)
H (0.27882, -0.39156, -5.93999)
H (1.17163, -0.53021, -3.01568)
H (2.20220, -0.39036, -4.53209)
H (2.71572, -2.28892, -2.47566)
H (3.45361, -2.25899, -4.12039)
H (2.60386, -3.71576, -3.50252)
H (-1.87788, -0.49220, -4.64538)
H (-1.08014, -1.26323, -3.52448)
C (-4.31437, -2.88944, 0.71899)
C (-4.75852, -1.56340, 0.09478)
C (-5.93221, -0.90927, 0.74847)
O (-7.06634, -1.75351, 0.68699)
C (-8.03549, -1.43908, 1.66785)
N (-3.68025, -0.59829, -0.00263)
H (-5.10512, -3.64167, 0.59063)
H (-4.14166, -2.88264, 1.79695)
H (-3.44316, -3.22612, 0.16178)
H (-5.02799, -1.77926, -0.94583)
H (-6.16457, 0.02944, 0.21719)
H (-5.74335, -0.54571, 1.77209)
H (-8.00793, -0.37895, 1.92203)
H (-7.76301, -1.98751, 2.58666)
H (-8.99574, -1.84518, 1.36430)
H (-3.41689, -0.27462, 0.91867)
H (-2.88613, -0.94641, -0.52189)
C (-1.04397, -5.41276, -1.12070)
C (-1.35913, -4.99864, -2.55353)
C (-2.75971, -4.43485, -2.65022)
O (-2.98494, -3.97066, -3.96427)
C (-4.29160, -3.51205, -4.13379)
N (-0.40201, -3.97070, -3.02250)
H (-1.87595, -6.03095, -0.73288)
H (-0.98291, -4.56900, -0.43662)
H (-0.20059, -6.10260, -1.09497)
H (-1.33901, -5.84359, -3.25006)
H (-2.81003, -3.56557, -1.97242)
H (-3.51064, -5.17304, -2.34215)
H (-5.03225, -4.03712, -3.51401)
H (-4.61367, -3.65640, -5.16877)
H (-4.39788, -2.43933, -3.91601)
H (0.50646, -4.30776, -2.69303)
H (-0.47578, -3.18988, -2.36659)
C (-0.27098, 4.40749, 3.14860)
C (1.05176, 3.89794, 2.56393)
C (1.52859, 4.73770, 1.38629)
C (2.04620, 6.12143, 1.76174)
C (3.10473, 6.01622, 2.84940)
C (2.75555, 5.14902, 4.04891)
N (2.13207, 3.93780, 3.55811)
O (2.09522, 2.90008, 4.51375)
C (4.04692, 4.82984, 4.78858)
C (1.86020, 5.93595, 5.05066)
C (0.87623, 2.45574, 2.10671)
H (-1.02034, 4.59131, 2.36107)
H (-0.26082, 5.38242, 3.62944)
H (-0.72244, 3.63901, 3.77760)
H (2.37125, 4.22010, 0.92070)
H (0.72045, 4.87719, 0.66507)
H (1.26557, 6.84407, 2.03463)
H (2.51986, 6.60464, 0.90125)
H (3.46323, 7.00474, 3.16437)
H (4.02277, 5.64512, 2.37069)
H (4.49209, 5.70798, 5.26691)
H (3.86985, 4.14787, 5.62329)
H (4.84854, 4.40264, 4.17916)
H (2.34454, 6.21264, 5.98841)
H (1.45187, 6.86669, 4.63429)
H (0.95196, 5.39604, 5.31606)
H (0.24352, 2.44079, 1.21728)
H (0.49917, 1.83218, 2.91032)
H (1.81511, 2.05599, 1.71254)
H (2.71807, 2.25806, 4.15848)

Values from the calculation:
LUMO = 2.4 eV
Net charge = -1
Orbital gap = 0.310 hartree
Highest occupied orbital energy = -6.0 eV
Electronic energy = -2459.34090 hartree

Atomic partial charges in e from the Mulliken method, atoms 1 to 4: 1.348 -0.503 -0.677 -0.145